1.
131
Properties=species:S:1:pos:R:3:lowdin_charge:R:1 method="wB97M-V/def2-TZVPD" homo_energy_ha=-0.395 total_energy_ha=-2369.6601 total_charge=+1 e_above_lowest_ev=3.8388 e_lumo_ev=-5.6
Hg -0.3558 -3.1979 1.2084 1.305
C 2.2742 0.3657 0.4747 -0.034
C 0.7740 0.3022 0.7437 -0.584
C -0.1191 0.5457 -0.4797 -0.060
O 0.4352 -0.8761 1.3837 -0.374
H 2.7339 0.1424 1.4408 0.068
H 2.6431 1.2834 0.0219 0.071
H 2.5554 -0.4761 -0.1692 0.054
H 0.6297 1.2092 1.3592 0.113
H -0.1813 1.5866 -0.8067 0.076
H -1.1624 0.3871 -0.2005 0.050
H 0.1938 -0.1191 -1.2875 0.042
C 3.8866 -3.4721 1.2332 -0.057
C 3.2328 -3.4877 2.6158 -0.366
C 3.9331 -2.5157 3.5751 -0.225
O 3.2866 -2.5352 4.7939 -0.185
C 3.8320 -1.6582 5.7634 -0.086
N 1.7804 -3.1706 2.4262 0.017
H 3.4807 -4.1445 0.4846 0.055
H 4.9264 -3.7606 1.4280 0.093
H 4.0109 -2.4824 0.7849 0.081
H 3.3515 -4.5159 2.9639 0.139
H 3.9588 -1.5533 3.0401 0.130
H 4.9725 -2.8559 3.6760 0.142
H 4.6783 -2.1337 6.2654 0.094
H 3.1601 -1.2953 6.5381 0.091
H 4.2384 -0.7525 5.2998 0.091
H 1.8004 -2.1643 2.2057 0.035
H 1.3885 -3.1953 3.3739 0.073
C -3.8598 2.6707 2.7366 -0.040
C -4.0860 1.2343 2.2573 -0.445
C -5.5625 0.8621 2.2527 -0.194
O -6.2322 1.0792 3.4984 -0.199
C -5.7146 0.3402 4.5953 -0.093
N -3.4600 1.0131 0.9255 0.043
H -2.8505 2.7689 3.1338 0.071
H -4.5876 2.8625 3.5278 0.076
H -4.1075 3.4057 1.9723 0.087
H -3.6225 0.5157 2.9463 0.110
H -5.7111 -0.1651 1.9094 0.122
H -6.0770 1.5777 1.6098 0.135
H -6.3197 0.6060 5.4599 0.100
H -4.6619 0.5997 4.6676 0.036
H -5.8834 -0.7323 4.4383 0.093
H -2.4983 0.9408 1.2504 0.046
H -3.6462 0.1517 0.4262 0.055
C 2.6976 1.7398 -5.7261 -0.045
C 1.5125 1.0569 -5.0302 -0.414
C 1.3403 -0.4000 -5.4219 -0.194
O 2.3097 -1.1901 -4.7511 -0.171
C 2.1804 -2.5256 -5.0867 -0.137
N 1.6591 1.3053 -3.5740 0.047
H 2.9721 2.5546 -5.0544 0.073
H 2.5024 2.1052 -6.7326 0.080
H 3.6119 1.1413 -5.7636 0.081
H 0.5974 1.5974 -5.2981 0.112
H 1.3369 -0.4458 -6.5164 0.138
H 0.3328 -0.7284 -5.1349 0.111
H 1.2417 -2.9824 -4.7040 0.073
H 2.8242 -3.1656 -4.4731 0.086
H 2.1734 -2.7759 -6.1494 0.101
H 2.3335 0.5632 -3.3539 0.083
H 0.7956 0.9371 -3.1705 0.032
C -0.2270 5.8941 -2.2787 -0.056
C 0.6685 4.6692 -2.6065 -0.404
C 1.1988 4.0876 -1.3176 -0.215
O 2.0201 5.0297 -0.6402 -0.174
C 2.3698 4.6003 0.6349 -0.132
N -0.2257 3.7369 -3.3326 0.037
H -1.1255 5.5652 -1.7587 0.078
H -0.4965 6.5529 -3.1045 0.074
H 0.3572 6.5348 -1.6120 0.073
H 1.4691 4.9843 -3.2822 0.141
H 1.7793 3.1889 -1.5572 0.108
H 0.3840 3.8917 -0.6110 0.121
H 1.5486 4.1471 1.2114 0.082
H 2.6749 5.3932 1.3198 0.090
H 3.1776 3.8598 0.5926 0.084
H -0.3779 4.1833 -4.2317 0.083
H 0.3698 2.9174 -3.5032 0.019
C -2.5302 0.8568 -5.6158 -0.048
C -2.9286 1.0251 -4.1851 -0.459
C -2.0587 0.2987 -3.1334 -0.174
O -1.7378 -1.0638 -3.4600 -0.205
C -2.8108 -1.9523 -3.4212 -0.146
N -3.1534 2.3919 -3.7772 0.058
H -1.5179 1.2407 -5.8010 0.064
H -3.1686 1.3843 -6.3238 0.090
H -2.4668 -0.1762 -5.9624 0.080
H -3.9073 0.5237 -4.1360 0.130
H -2.5408 0.3191 -2.1541 0.113
H -1.1536 0.9016 -3.0729 0.088
H -3.5320 -1.9087 -2.5891 0.096
H -2.5400 -3.0055 -3.5061 0.085
H -3.5266 -1.7603 -4.2323 0.091
H -3.2237 2.5191 -2.7717 0.077
H -2.3159 2.9408 -3.9840 0.041
C 1.8558 -2.8935 -1.5752 -0.041
C 0.5030 -3.5636 -1.7939 -0.352
C 0.4248 -4.9807 -1.1760 -0.167
O 0.8351 -4.9170 0.1878 -0.342
C 1.4254 -6.1060 0.6603 -0.080
N -0.4444 -2.6951 -1.0501 0.012
H 1.8997 -1.9203 -2.0734 0.080
H 2.6632 -3.4711 -2.0291 0.098
H 2.0569 -2.6542 -0.5341 0.042
H 0.1894 -3.6225 -2.8369 0.134
H 1.0325 -5.6631 -1.7722 0.139
H -0.6013 -5.3588 -1.2335 0.134
H 2.3617 -6.2713 0.1158 0.104
H 0.8222 -7.0136 0.5916 0.106
H 1.7366 -5.9504 1.6936 0.088
H -0.2095 -1.7372 -1.3129 0.048
H -1.3536 -2.7562 -1.5174 0.078
C 1.0435 1.6458 4.6462 -0.042
C 0.3933 0.3705 5.1905 -0.406
C -1.1216 0.4009 5.1910 -0.210
O -1.4900 1.3260 6.1905 -0.175
C -2.8728 1.4842 6.3918 -0.102
N 0.7624 -0.7978 4.3553 0.054
H 2.1274 1.5351 4.6618 0.074
H 0.7110 2.6089 5.0313 0.083
H 0.7268 1.6945 3.5950 0.059
H 0.8069 0.2417 6.1935 0.135
H -1.6628 -0.5446 5.2863 0.127
H -1.3793 0.8078 4.1955 0.116
H -2.9986 1.9453 7.3697 0.096
H -3.3593 0.5023 6.4353 0.081
H -3.3728 2.0681 5.6143 0.072
H 0.3841 -0.6748 3.4173 0.026
H 1.7728 -0.7883 4.2703 0.039

---

2.
148
Properties=species:S:1:pos:R:3:lowdin_charge:R:1 method="wB97M-V/def2-TZVPD" homo_energy_ha=-0.237 total_energy_ha=-3162.8605 total_charge=-1 e_lumo_ev=2.1
C -1.5999 0.2256 1.1942 -0.043
C -0.6428 -0.7154 0.5031 -0.431
C 0.5610 0.0504 0.0129 -0.049
O -0.1429 -1.7164 1.4416 -0.104
H -2.5071 -0.2676 1.4752 0.047
H -1.9074 1.0784 0.5785 0.090
H -1.1604 0.6689 2.0879 0.062
H -1.1927 -1.2615 -0.2289 0.093
H 1.1781 -0.6537 -0.5079 0.031
H 1.0378 0.4037 0.8943 0.055
H 0.3902 0.8932 -0.6575 0.080
C 1.7653 5.1662 3.0747 -0.072
C 0.6647 4.2434 2.6433 -0.432
C -0.6182 4.5715 3.4544 -0.207
O -0.5655 4.3885 4.8578 -0.171
C -0.5805 3.0133 5.2275 -0.084
N 0.4224 4.5214 1.2166 0.051
H 2.6261 4.9542 2.4754 0.048
H 2.1326 4.9347 4.0743 0.084
H 1.4528 6.2222 2.9938 0.099
H 1.0119 3.2207 2.7976 0.120
H -1.4109 3.9080 3.0983 0.107
H -1.0470 5.5695 3.2280 0.134
H -0.6890 3.0519 6.2341 0.051
H 0.3194 2.4210 4.9679 0.074
H -1.4530 2.5245 4.7319 0.088
H 1.2883 4.8705 0.8459 0.047
H 0.1022 3.7478 0.6597 0.061
C -1.5206 1.9634 -3.5313 -0.098
O -2.2271 3.2109 -3.4414 -0.178
C -3.1513 3.3831 -4.4646 -0.285
C -4.1641 4.3666 -3.9756 -0.230
N -5.0905 4.7312 -5.0021 -0.077
C -6.1928 3.8147 -5.2574 -0.198
C -7.1553 4.3977 -6.2559 -0.241
O -7.3263 5.7781 -6.0597 -0.193
C -7.8337 6.3939 -7.2165 -0.128
H -0.8325 1.8805 -2.6679 0.081
H -0.9617 1.8475 -4.4328 0.072
H -2.1220 1.0510 -3.4565 0.082
H -3.6256 2.3508 -4.6830 0.133
H -2.7602 3.6198 -5.4796 0.128
H -3.6803 5.2426 -3.5664 0.125
H -4.6187 3.8491 -3.1291 0.120
H -5.3218 5.7264 -5.0080 0.114
H -6.6595 3.4637 -4.3569 0.110
H -5.6747 3.0058 -5.8385 0.130
H -8.1164 3.8244 -6.1334 0.138
H -6.7937 4.3177 -7.2647 0.106
H -8.0098 7.4633 -6.9767 0.095
H -8.7917 6.0039 -7.6740 0.103
H -7.0966 6.3499 -7.9804 0.068
C 2.9118 -2.1970 -0.7892 -0.077
O 3.8667 -3.2823 -0.9664 -0.209
C 4.3380 -3.2749 -2.2757 -0.229
C 4.4568 -4.7743 -2.8179 -0.188
N 3.1356 -5.3284 -2.7722 -0.076
C 2.9791 -6.7421 -2.6156 -0.190
C 1.9355 -7.0486 -1.4166 -0.166
O 2.5599 -6.6437 -0.1791 -0.215
C 2.1335 -5.4366 0.4839 -0.095
H 3.3225 -1.1780 -0.8109 0.082
H 2.5975 -2.3183 0.2555 0.077
H 2.0615 -2.2954 -1.4996 0.073
H 5.3056 -2.7904 -2.3331 0.101
H 3.6186 -2.8183 -2.9703 0.094
H 5.1793 -5.4117 -2.2123 0.128
H 4.9178 -4.6339 -3.7829 0.095
H 2.6955 -4.9058 -1.9362 0.084
H 3.9770 -7.1215 -2.3856 0.102
H 2.5791 -7.3355 -3.4268 0.089
H 1.6635 -8.1668 -1.3218 0.133
H 0.9687 -6.5300 -1.4652 0.088
H 1.3673 -5.6157 1.2098 0.057
H 1.6972 -4.7078 -0.1658 0.058
H 3.0770 -4.9986 0.9002 0.106
C 3.5097 2.0701 -0.6266 -0.136
O 4.7972 2.3626 -0.2765 -0.184
C 5.0540 2.7470 1.0358 -0.236
C 6.5491 2.7493 1.1833 -0.213
N 7.2351 1.4553 1.0734 -0.055
C 6.9891 0.5677 2.1430 -0.263
C 7.9792 -0.6041 2.0315 -0.213
O 7.9490 -1.2611 0.7592 -0.188
C 6.6976 -1.8645 0.5950 -0.124
H 2.8103 2.8127 -0.2604 0.066
H 3.0916 1.1576 -0.1416 0.073
H 3.2819 1.9990 -1.7024 0.102
H 4.6184 2.0418 1.7642 0.127
H 4.6587 3.8173 1.1466 0.141
H 6.7165 3.1711 2.1824 0.117
H 6.9673 3.4591 0.4997 0.107
H 7.0085 1.0856 0.1167 0.141
H 5.9584 0.1029 2.1401 0.105
H 7.1216 1.0929 3.1556 0.151
H 7.8376 -1.3958 2.7876 0.122
H 8.9586 -0.1355 2.1509 0.116
H 6.6252 -2.7280 1.2443 0.090
H 6.5394 -2.0802 -0.4767 0.087
H 5.8658 -1.2029 0.8934 0.072
C 2.2697 -0.8173 3.9458 -0.603
O 3.0411 -0.7254 4.8993 0.000
N 2.1886 -1.9653 3.1364 0.138
N 1.3447 0.1890 3.5878 0.171
H 2.7070 -2.8282 3.3833 0.112
H 1.3560 -2.1758 2.5901 0.049
H 1.1820 0.9284 4.1902 0.027
H 0.5482 -0.2292 3.1737 0.039
C -4.2432 -1.7744 0.3636 -0.742
O -5.2375 -1.1277 0.5928 -0.031
N -3.5138 -1.7105 -0.7465 0.169
N -3.8841 -2.5988 1.3684 0.163
H -3.0453 -2.6467 -0.8747 0.077
H -4.1925 -1.5658 -1.5088 0.126
H -2.9590 -3.1370 1.3591 0.056
H -4.3837 -2.4546 2.2450 0.102
C -1.7142 -4.8566 0.0859 -0.698
O -2.2269 -4.3838 -0.9266 -0.080
N -1.3204 -6.2606 0.0566 0.113
N -1.5111 -4.1042 1.1765 0.011
H -1.3172 -6.5588 -0.8901 0.048
H -0.5232 -6.5232 0.6208 0.053
H -1.3715 -4.6755 1.9980 0.043
H -0.6398 -2.5108 1.2455 -0.001
C -6.3415 1.1519 2.6153 -0.692
O -6.6188 2.1201 3.2493 0.010
N -5.9888 1.3551 1.2573 0.111
N -6.5185 -0.1144 3.1554 0.147
H -5.9161 0.6069 0.5283 0.065
H -6.1319 2.3402 0.8973 0.118
H -7.1922 -0.1440 3.8775 0.085
H -6.2666 -0.8515 2.4954 0.067
C -2.8464 0.8608 6.3047 -0.643
O -2.5632 1.4420 7.3484 0.001
N -2.0855 -0.3927 6.0570 0.111
N -3.8170 1.2133 5.4291 0.162
H -1.3425 -0.2344 6.7491 0.084
H -1.7396 -0.4376 5.1070 0.055
H -4.2857 0.6893 4.6732 0.098
H -4.2115 2.1578 5.4235 0.118
C 0.3440 -2.1388 -3.3721 -0.664
O 0.1732 -0.9550 -3.2529 0.042
N -0.2659 -3.1190 -2.6260 0.166
N 1.4129 -2.6002 -4.1956 0.127
H -1.0898 -2.8357 -2.0501 0.089
H -0.3794 -4.0418 -3.0179 0.091
H 1.3900 -3.5513 -4.5758 0.090
H 1.8534 -1.9434 -4.7965 0.079

---

3.
140
Properties=species:S:1:pos:R:3:lowdin_charge:R:1 method="wB97M-V/def2-TZVPD" homo_energy_ha=-0.145 total_energy_ha=-10990.2336 total_charge=-1 e_lumo_ev=1.5
C 7.5007 5.0563 0.7361 -0.124
C 7.2020 3.5936 0.3647 -0.509
C 5.7465 3.1749 0.5762 -0.789
I 5.7455 2.5906 2.7265 0.740
P 5.2533 1.7397 -0.7571 0.358
C 5.1717 0.5229 -2.1897 -0.382
Br 5.8876 3.5595 -2.5312 0.154
C 3.3967 2.4313 -0.8681 -0.861
Br 2.1799 1.3806 -1.9632 0.653
C 2.7648 2.8256 0.4759 -0.845
C 2.0474 4.1638 0.3174 -0.172
Br 1.4236 1.6179 1.2447 0.651
P 4.7528 0.2353 0.8491 0.579
O 6.0640 -0.7636 0.7603 -0.341
O 3.6607 -0.8445 0.2584 -0.365
H 8.3220 5.1206 1.4378 0.038
H 6.6466 5.5121 1.2401 0.060
H 7.7309 5.6378 -0.1549 0.068
H 7.8377 2.9793 1.0002 0.042
H 7.5071 3.3929 -0.6546 -0.009
H 5.1094 4.0543 0.5109 0.024
H 6.6562 1.4069 -0.6051 -0.009
H 4.6161 -0.3799 -1.9475 0.004
H 6.2160 0.2505 -2.3357 0.028
H 4.8342 0.9623 -3.1224 -0.023
H 3.4372 3.3325 -1.4687 -0.026
H 3.4664 2.9259 1.2879 -0.040
H 1.6874 4.5424 1.2714 0.059
H 1.1841 4.0419 -0.3378 0.072
H 2.7121 4.8836 -0.1596 0.082
H 6.8308 -0.2741 1.0708 0.020
H 3.0318 -0.9688 0.9688 -0.011
C -0.4333 -1.9725 0.2927 -0.078
C -0.9448 -2.1267 1.7101 -0.309
O -1.2040 -0.8473 2.3136 -0.106
H 0.4776 -1.3726 0.2788 0.050
H -0.2235 -2.9409 -0.1624 0.078
H -1.1746 -1.4596 -0.3252 0.077
H -0.2002 -2.6163 2.3382 0.115
H -1.8591 -2.7298 1.7155 0.079
H -1.8610 -0.4013 1.7725 0.081
C -5.6001 -4.3657 -0.2840 -0.105
C -4.1668 -3.9520 -0.5559 -0.300
O -3.2721 -4.2642 0.5160 -0.093
H -5.9722 -3.8893 0.6213 0.071
H -6.2511 -4.0873 -1.1085 0.065
H -5.6635 -5.4495 -0.1382 0.069
H -4.1025 -2.8732 -0.6842 0.108
H -3.8084 -4.4283 -1.4747 0.111
H -3.2926 -5.2156 0.6489 0.079
C 4.9221 4.2836 -7.2478 -0.098
C 5.6207 3.0201 -6.7795 -0.330
O 6.9703 3.2415 -6.3901 -0.099
H 5.4506 4.7291 -8.0900 0.066
H 3.8996 4.0750 -7.5583 0.065
H 4.8995 5.0166 -6.4371 0.073
H 5.6639 2.2834 -7.5835 0.094
H 5.0707 2.5785 -5.9414 0.101
H 6.9500 3.8563 -5.6481 0.049
C 5.1610 3.0677 -11.9814 -0.089
C 4.3979 2.8856 -10.6815 -0.303
O 3.8898 4.1264 -10.1868 -0.094
H 5.9850 3.7686 -11.8436 0.074
H 5.5644 2.1181 -12.3361 0.071
H 4.5060 3.4709 -12.7584 0.068
H 5.0566 2.5010 -9.9041 0.102
H 3.5778 2.1790 -10.8203 0.083
H 3.2968 4.4874 -10.8509 0.076
C 0.0561 0.7287 -9.6322 -0.089
C 0.5711 0.8944 -11.0491 -0.320
O 1.9583 0.5885 -11.1616 -0.095
H 0.6195 1.3624 -8.9479 0.079
H -0.9998 0.9933 -9.5654 0.073
H 0.1695 -0.3052 -9.2983 0.073
H 0.4726 1.9291 -11.3750 0.110
H -0.0051 0.2649 -11.7365 0.105
H 2.0862 -0.3247 -10.8908 0.084
C -8.8760 -0.4116 -1.1880 -0.090
C -8.1701 -1.7063 -0.8311 -0.324
O -6.7733 -1.5260 -0.6226 -0.088
H -8.4353 0.0245 -2.0845 0.076
H -9.9385 -0.5818 -1.3668 0.072
H -8.7792 0.3178 -0.3805 0.072
H -8.2545 -2.4306 -1.6396 0.112
H -8.6239 -2.1511 0.0623 0.104
H -6.6528 -0.9049 0.1010 0.086
C 9.5232 8.6894 3.9713 -0.098
C 8.6435 7.7487 3.1662 -0.323
O 9.2414 6.4760 2.9679 -0.093
H 10.4863 8.8212 3.4774 0.072
H 9.0513 9.6664 4.0863 0.070
H 9.7115 8.2829 4.9680 0.069
H 8.4677 8.1468 2.1680 0.114
H 7.6725 7.6302 3.6599 0.112
H 9.3917 6.0753 3.8285 0.086
C -1.2967 5.3079 4.2996 -0.094
C -2.0196 5.1086 2.9792 -0.332
O -1.1303 5.0601 1.8743 -0.088
H -0.7096 6.2263 4.2722 0.073
H -2.0021 5.3662 5.1304 0.069
H -0.6125 4.4788 4.4904 0.074
H -2.6934 5.9420 2.7801 0.107
H -2.6182 4.1905 3.0188 0.106
H -0.5319 4.3173 2.0111 0.051
C -3.8050 -3.1321 4.9478 -0.091
C -3.5227 -1.6743 5.2584 -0.336
O -2.1394 -1.4034 5.3540 -0.077
H -3.3692 -3.7701 5.7159 0.070
H -4.8806 -3.3213 4.8994 0.066
H -3.3665 -3.4096 3.9858 0.065
H -3.9514 -1.3950 6.2211 0.108
H -3.9767 -1.0395 4.4867 0.106
H -1.7538 -1.6025 4.4910 0.054
C -9.0123 -5.1796 2.1005 -0.091
C -9.6191 -5.3260 0.7181 -0.319
O -8.6451 -5.3891 -0.3224 -0.093
H -8.3964 -4.2797 2.1465 0.069
H -9.7877 -5.1150 2.8660 0.077
H -8.3713 -6.0293 2.3410 0.062
H -10.2449 -4.4672 0.4758 0.105
H -10.2470 -6.2229 0.6837 0.107
H -8.0792 -6.1464 -0.1522 0.072
C -6.0219 -7.2884 6.6433 -0.091
C -6.1752 -7.3447 5.1374 -0.318
O -7.4518 -6.8784 4.7020 -0.093
H -6.7919 -7.8873 7.1311 0.078
H -5.0446 -7.6596 6.9526 0.064
H -6.1191 -6.2672 7.0078 0.072
H -6.0938 -8.3687 4.7751 0.110
H -5.3888 -6.7504 4.6585 0.106
H -7.5393 -5.9660 4.9925 0.075
C -2.5769 -8.1418 10.0115 -0.093
C -2.9942 -6.8535 9.3273 -0.323
O -4.3782 -6.5645 9.5062 -0.091
H -3.1680 -8.9784 9.6374 0.073
H -1.5213 -8.3528 9.8376 0.074
H -2.7374 -8.0755 11.0902 0.071
H -2.8471 -6.9243 8.2504 0.106
H -2.3901 -6.0179 9.6937 0.109
H -4.5450 -6.4743 10.4480 0.078